Density functional theory data (wB97M-V/def2-TZVPD) for a structure of composition C17H18Br24F3O3P at a distorted geometry.

Its LUMO energy is -0.8 eV. As for the multiplicity: 1. As for the total charge: 0. For the total energy, the calculation gives -63301.42607 Eh. As for the HOMO energy: -7.842 eV.

Positions of all 66 atoms, in Å:
1 C 4.5264 -0.7714 -1.1894
2 C 4.6841 0.6129 -1.8286
3 P 3.2063 1.6501 -1.5773
4 C 3.3437 3.4585 -1.7838
5 C 4.5346 3.8007 -2.7297
6 C 1.7708 0.7552 -2.0072
7 C 0.5386 0.7518 -1.4872
8 C -0.0611 1.7226 -0.5363
9 F -0.0793 1.4153 0.7191
10 F 0.5049 2.9107 -0.7405
11 F -1.3467 1.9101 -0.9202
12 C -0.1126 -0.4980 -1.9519
13 O -0.7539 -1.2127 -1.2528
14 O 0.6293 -1.0824 -2.9881
15 C 1.6225 -0.1583 -3.2138
16 O 1.9621 0.1815 -4.2886
17 H 3.9784 -0.6239 -0.2614
18 H 5.4747 -1.2049 -0.9100
19 H 3.9135 -1.4223 -1.7964
20 H 4.8229 0.4506 -2.8960
21 H 5.5968 1.0758 -1.4840
22 H 2.4114 3.8241 -2.1818
23 H 3.5554 3.9373 -0.8373
24 H 4.2918 4.7354 -3.2113
25 H 4.6737 3.0205 -3.4646
26 H 5.4490 3.8852 -2.1586
27 C -2.1489 -2.9802 2.2068
28 Br -4.0625 -3.1526 2.3811
29 Br -1.4377 -4.2367 0.9319
30 Br -1.6319 -1.1745 1.7911
31 H -1.7204 -3.2238 3.1672
32 C 8.9524 1.3980 -2.4794
33 Br 8.8708 3.0821 -1.5450
34 Br 9.0678 -0.0733 -1.2437
35 Br 7.4681 1.2046 -3.6922
36 H 9.8537 1.3981 -3.0742
37 C -7.5468 -3.2517 4.5854
38 Br -7.8868 -4.7236 3.3897
39 Br -9.1401 -2.2144 4.9022
40 Br -6.7400 -3.8414 6.2318
41 H -6.8359 -2.6001 4.0981
42 C -12.7756 -1.1137 4.2864
43 Br -11.8791 -0.2099 2.8415
44 Br -14.3122 -0.1306 4.9042
45 Br -13.2270 -2.9263 3.8126
46 H -12.0801 -1.1676 5.1112
47 C -13.7227 -6.8877 3.3618
48 Br -13.5194 -7.5557 5.1571
49 Br -12.1235 -7.1495 2.3197
50 Br -15.2696 -7.6376 2.4921
51 H -13.8853 -5.8230 3.4357
52 C -0.6200 3.1302 -5.8746
53 Br -0.2402 2.5883 -4.0640
54 Br 0.8866 2.8222 -7.0356
55 Br -2.2205 2.2926 -6.5430
56 H -0.7991 4.1949 -5.8589
57 C 8.0706 5.6603 1.3134
58 Br 7.9817 7.3250 2.2768
59 Br 8.1594 4.1474 2.5028
60 Br 6.6172 5.4866 0.0573
61 H 8.9869 5.6711 0.7414
62 C 6.4152 -2.3138 2.1285
63 Br 4.5369 -2.5731 2.4683
64 Br 7.0824 -3.5623 0.8199
65 Br 6.7989 -0.4963 1.6195
66 H 6.9394 -2.5062 3.0526